# 1
DFT (the ωB97M-V functional and the def2-TZVPD basis) results for a structure of composition C4H9N3S.

Last column: Mulliken charge in e.
Cartesian coordinates (Å):
C  0.172454  -1.607364  1.376448  0.021
C  -1.179101  0.283389  0.630300  0.791
C  -2.252725  1.152158  0.245486  -0.989
C  2.825798  -0.325719  -1.003072  -0.858
N  1.281505  -1.354610  0.877185  -0.201
N  -0.933589  -0.743317  1.368544  -0.127
N  0.397782  0.537596  -0.432051  -0.542
S  1.802595  0.200058  0.372697  0.473
H  0.021246  -2.632385  1.700190  0.403
H  -2.396845  1.901378  0.976821  0.367
H  -3.216295  0.655750  -0.000392  0.397
H  -1.941574  1.607424  -0.703414  0.359
H  3.870596  -0.588774  -0.491568  0.388
H  3.376383  0.440279  -1.514292  0.426
H  2.641100  -1.161666  -1.719412  0.361
H  -1.726439  -1.098576  1.967964  0.338
H  0.278007  1.632776  -0.519777  0.393

Force components x, y, z for each atom (eV/Å):
C 1.1 -0.6 -1.0
C 5.1 -1.1 -2.1
C -0.3 -0.8 -1.6
C 3.7 -1.4 1.2
N 2.0 0.7 0.2
N -3.6 0.8 1.1
N -5.0 3.3 1.3
S 0.3 -2.1 -0.9
H -0.5 0.1 0.3
H -0.3 1.1 1.0
H 0.5 -0.1 0.6
H -0.1 0.2 0.2
H -2.2 -0.2 -0.1
H -0.9 1.6 -0.5
H -1.0 0.6 1.0
H 0.7 0.5 -0.6
H 0.5 -2.5 -0.1

Calculated values
HOMO-LUMO gap, Eh: 0.3411
Charge: +2
Energy above the lowest of the compared OMol25 structures with the same formula, charge and spin, kJ/mol: 427.4
E_tot, eV: -19576.758
Multiplicity: 1
Largest force on an atom, eV/Å: 6.2
LUMO energy, eV: -10.374

# 2
DFT (the ωB97M-V functional and the def2-TZVPD basis) results for the ion C4H9N4 with charge +1.

Last column: Mulliken charge in e.
Cartesian coordinates (Å):
N  2.886267  0.015629  -0.503922  -0.384
C  1.725481  0.071144  0.127861  0.592
N  1.035718  1.082389  0.370101  -0.606
C  -0.204674  0.994249  1.029499  -0.533
C  -0.901501  -0.220772  0.503173  -0.469
N  -1.169270  -0.005080  -0.993278  -0.252
C  -0.079796  -1.466699  0.537321  -0.113
N  1.163885  -1.566814  0.421187  -0.493
H  3.358828  -0.849115  -0.488291  0.279
H  3.163995  0.960350  -0.386175  0.304
H  -0.778929  1.792246  0.591897  0.335
H  -0.100319  1.134266  2.055916  0.419
H  -1.815392  -0.329501  1.026822  0.501
H  -0.203535  0.240251  -1.276493  0.405
H  -1.834872  0.831586  -1.177127  0.375
H  -1.439202  -0.827421  -1.344208  0.280
H  -0.662678  -2.433962  0.677931  0.360

Force components x, y, z for each atom (eV/Å):
N -1.8 0.8 0.5
C -1.8 -4.5 0.6
N 1.8 0.7 -0.4
C -0.5 0.0 -2.7
C -0.2 0.0 0.4
N 1.0 5.8 2.7
C -1.0 -2.6 0.7
N 1.2 3.9 -0.7
H 1.2 -0.5 0.0
H 2.3 0.6 -0.7
H -0.5 1.0 0.6
H -0.3 -0.2 1.9
H -1.1 -0.5 0.2
H -0.4 0.1 -0.7
H 1.3 -1.9 0.1
H -1.7 -3.8 -2.3
H 0.6 1.0 -0.1

Calculated values
HOMO-LUMO gap, Eh: 0.3493
Charge: +1
Energy above the lowest of the compared OMol25 structures with the same formula, charge and spin, kJ/mol: 246.3
E_tot, eV: -10245.446
Multiplicity: 1
Largest force on an atom, eV/Å: 6.5
LUMO energy, eV: -3.858
SMILES: NC1=NC[C@@H]([NH3+])C=N1

# 3
DFT (the ωB97M-V functional and the def2-TZVPD basis) results for the ion C4H9N4O with charge +1.

Last column: Mulliken charge in e.
Cartesian coordinates (Å):
C  1.939338  -0.791328  -0.354523  -0.822
N  0.520940  -0.677601  -0.229227  -0.075
N  -0.287185  -1.807210  0.419600  -0.142
C  -1.501421  -0.967918  0.894851  -0.554
N  -1.388083  0.359038  0.361713  -0.461
C  -0.275547  0.397192  -0.260283  0.565
C  0.208910  1.956487  -0.775130  0.277
N  -0.770323  2.710733  -0.486871  -0.265
O  1.264162  2.063546  -1.322757  -0.563
H  2.292033  0.130129  -0.789986  0.323
H  2.366638  -0.756384  0.696354  0.344
H  2.190561  -1.666482  -1.048997  0.304
H  0.008826  -2.254889  1.312663  0.369
H  -0.357831  -2.503673  -0.332579  0.384
H  -1.668405  -0.883453  1.947600  0.359
H  -2.336776  -1.489283  0.481082  0.352
H  -1.421986  2.391681  0.205195  0.300
H  -0.783850  3.789416  -0.718705  0.306

Force components x, y, z for each atom (eV/Å):
C 0.9 -1.0 0.7
N -0.4 -1.9 0.1
N 0.8 2.0 0.7
C -1.6 0.0 -1.4
N 0.4 -1.2 -0.5
C -0.2 3.4 0.8
C 1.8 -4.8 -0.4
N -2.2 5.9 0.0
O 0.3 0.6 -0.2
H -0.1 0.3 -0.5
H 0.0 -0.8 -1.3
H 0.1 1.2 1.4
H 1.1 0.4 -0.9
H -0.8 0.1 0.5
H 0.8 -0.6 0.9
H -0.8 -0.2 -0.2
H -0.5 -0.1 0.0
H 0.3 -3.1 0.6

Calculated values
HOMO-LUMO gap, Eh: 0.3740
Charge: +1
Energy above the lowest of the compared OMol25 structures with the same formula, charge and spin, kJ/mol: 283.0
E_tot, eV: -12292.689
Multiplicity: 1
Largest force on an atom, eV/Å: 6.3
LUMO energy, eV: -3.651
SMILES: CN1[NH2+]CN=C1C(N)=O

# 4
DFT (the ωB97M-V functional and the def2-TZVPD basis) results for the ion C4H9N4O2 with charge +1.

Last column: Mulliken charge in e.
Cartesian coordinates (Å):
C  -2.902700  0.674373  0.795823  -0.734
O  -1.830743  0.666765  -0.203331  -0.268
C  -1.235255  -0.481680  -0.338903  0.612
O  -1.502943  -1.557970  0.303066  -0.426
N  -0.046813  -0.542639  -1.086829  -0.040
C  0.954610  0.567730  -1.104790  -0.619
C  1.786710  0.239071  0.127877  0.602
N  2.731592  0.932939  0.754076  -0.374
N  1.749759  -1.093176  0.354966  -0.646
N  0.756379  -1.615458  -0.491683  -0.167
H  -2.822153  1.649328  1.287598  0.291
H  -2.599493  0.122232  1.635444  0.375
H  -3.786383  0.356062  0.285106  0.337
H  -0.614811  -2.078986  0.065691  0.574
H  0.349141  1.471161  -1.070554  0.401
H  1.561308  0.538842  -2.045840  0.289
H  2.860608  1.896109  0.540454  0.220
H  3.377624  0.505074  1.446589  0.263
H  1.213561  -2.249779  -1.254765  0.309

Force components x, y, z for each atom (eV/Å):
C 0.8 1.4 0.2
O 0.6 -1.7 -0.3
C 2.0 0.6 0.7
O -0.7 1.1 -1.0
N 1.4 -0.1 0.6
C -1.4 0.9 0.0
C 1.1 -4.5 -0.2
N 0.4 0.5 0.6
N -0.7 3.2 -0.5
N -0.4 -2.8 -2.0
H -0.8 0.4 -1.1
H 0.1 -1.8 0.7
H -0.7 0.2 0.3
H 0.4 -0.3 0.5
H 0.5 0.4 0.0
H -0.5 -0.1 0.9
H 0.1 0.5 0.1
H -1.0 0.3 -1.0
H -1.1 1.7 1.5

Calculated values
HOMO-LUMO gap, Eh: 0.3504
Charge: +1
Energy above the lowest of the compared OMol25 structures with the same formula, charge and spin, kJ/mol: 191.4
E_tot, eV: -14340.220
Multiplicity: 1
Largest force on an atom, eV/Å: 4.7
LUMO energy, eV: -3.336
SMILES: CO/C(O)=[N+]1\CC(N)=NN1